ORCA calculation (the ωB97M-V functional and the def2-TZVPD basis) on a structure of composition C9H7Co2N2O6 at a distorted geometry.

Geometry (Å):
N  -1.17  0.17  0.24
N  0.43  0.18  -0.04
H  -1.48  1.12  -0.10
H  -1.61  -0.61  -0.25
H  0.91  0.72  0.71
H  0.72  -0.82  -0.08
O  0.31  0.11  6.39
C  -0.80  -0.12  6.20
Co  -2.52  -0.42  5.80
C  -2.33  -2.18  5.73
O  -2.19  -3.32  5.60
C  -2.91  -0.17  7.53
O  -3.13  0.04  8.64
C  -2.34  0.55  3.88
C  -2.38  0.12  2.57
C  -1.35  -0.33  1.58
Co  -3.88  -0.31  3.57
C  -3.96  -2.01  3.07
O  -4.01  -3.12  2.75
C  -5.42  0.33  2.87
O  -6.44  0.67  2.44
C  -4.61  -0.59  5.40
O  -5.62  -0.82  5.92
H  -1.93  1.61  4.15
H  -1.60  -1.46  1.39
H  -0.33  -0.09  2.06

Its HOMO-LUMO gap is 4.4 eV. Its total energy is -3673.39208 Eh. Its total charge is -1.

Here are the natural (NBO) charges for atoms 1 to 6, given in e: number 1, N, carries -0.499; number 2, N, carries -0.702; number 3, H, carries 0.417; number 4, H, carries 0.400; number 5, H, carries 0.381; number 6, H, carries 0.372